{"formula": "C11H35NO6", "method": "ωB97M-V/def2-TZVPD", "elements": ["C", "O", "C", "C", "C", "N", "H", "H", "H", "H", "H", "H", "H", "H", "H", "H", "H", "C", "C", "C", "O", "H", "H", "H", "H", "H", "H", "H", "H", "C", "O", "H", "H", "H", "H", "C", "O", "H", "H", "H", "H", "C", "O", "H", "H", "H", "H", "C", "O", "H", "H", "H", "H"], "positions_angstrom": [[1.9806, -1.3489, -5.3756], [2.2384, -0.1814, -4.6119], [3.6159, 0.2631, -4.5403], [3.8090, 1.6938, -4.0462], [2.7557, 2.6705, -4.6324], [5.0596, 2.2539, -4.4224], [1.5837, -1.1309, -6.3671], [1.2605, -2.0014, -4.8818], [2.8684, -1.9634, -5.5251], [4.1126, -0.4487, -3.8810], [4.2268, 0.1255, -5.4325], [3.7466, 1.7199, -2.9583], [2.8357, 3.6955, -4.2704], [1.7625, 2.4053, -4.2702], [2.8714, 2.6454, -5.7159], [5.7392, 1.7005, -3.9204], [5.2455, 1.9495, -5.3673], [-7.1234, -1.6491, 0.0765], [-5.8761, -1.3461, -0.7580], [-5.7075, 0.1696, -1.0795], [-4.7221, -1.6793, -0.0591], [-8.0488, -1.3590, -0.4211], [-7.0472, -1.1922, 1.0632], [-7.1375, -2.7315, 0.2044], [-5.7782, -1.8967, -1.6936], [-6.5980, 0.5633, -1.5694], [-5.0004, 0.3770, -1.8826], [-5.3769, 0.7265, -0.2027], [-4.0255, -1.1296, -0.4253], [5.9376, -1.7865, 2.4260], [6.5031, -0.5072, 2.5228], [5.8066, -1.9375, 1.3545], [6.6549, -2.4746, 2.8733], [4.9450, -1.8128, 2.8757], [5.9609, 0.0121, 3.1211], [-4.1709, 1.1743, 4.8509], [-3.5147, 2.0089, 5.7934], [-3.5430, 0.9525, 3.9879], [-4.5053, 0.2602, 5.3415], [-5.1112, 1.5796, 4.4772], [-4.0226, 2.7741, 6.0731], [0.5371, -1.1351, 7.3076], [0.4355, -0.1455, 6.2878], [-0.3908, -1.6311, 7.5926], [1.3529, -1.8240, 7.0885], [0.8844, -0.5928, 8.1870], [-0.3867, 0.3050, 6.4942], [0.6280, 0.4179, 0.0777], [-0.1713, -0.0734, -0.9875], [0.8947, 1.4143, -0.2746], [0.1718, 0.4859, 1.0653], [1.4901, -0.2325, 0.2257], [0.3435, -0.1332, -1.7956]], "multiplicity": 1, "e_homo_ev": -9.64, "orbital_gap_ev": 10.109, "de_lowest_ev": 1.215}